C3H10NOS | ωB97M-V/def2-TZVPD

The geometry in ORCA input format:
```
! wB97M-V def2-TZVPD RIJCOSX def2/J DEFGRID3
* xyz -1 1
C 0.1168 -2.0886 0.8731
S 1.6189 -1.3423 1.4623
C 2.1302 -0.4604 -0.0317
H 0.2802 -2.6076 -0.0813
H -0.6257 -1.2995 0.7732
H -0.2570 -2.9393 1.4372
H 1.6082 -0.8008 -0.9296
H 1.7865 0.5696 0.0571
H 3.1937 -0.4559 -0.2720
N -1.9394 2.3617 -0.6321
C -0.8793 1.2831 -0.4516
O -1.0668 0.2328 -1.1994
H -2.4725 2.1734 -1.4660
H -2.5272 2.4876 0.1710
H 0.0774 1.8593 -0.3975
H -1.0438 1.0270 0.6873
*
```

Total energy = -648.4492 Ha
Energy above the lowest of the compared OMol25 structures with the same formula, charge and spin = 216.3 kJ/mol
Gap between HOMO and LUMO = 5.88 eV